Record 1
8
Properties=species:S:1:pos:R:3:forces:R:3:mulliken_charge:R:1 method="wB97M-V/def2-TZVPD" total_energy_ev=-16388.2897 de_lowest_ev=0.990 smiles="C1NN=NS1" max_force_ev_per_a=3.3
C 0.41936 0.71304 -0.12928 0.07 0.71 -0.11 -0.36
N 0.35332 -0.71346 0.16975 2.60 -1.43 0.95 -0.01
N -0.79679 -1.28847 -0.02954 -0.52 -1.50 0.46 -0.14
N -1.84186 -0.71347 -0.08486 0.15 2.04 -0.23 -0.18
S -1.32843 1.31221 0.12470 1.11 -2.19 -0.96 -0.15
H 0.97207 1.24442 0.62349 0.38 -0.04 0.55 0.26
H 1.02868 0.83109 -1.06726 -1.36 0.32 0.25 0.28
H 1.19366 -1.38535 0.39299 -2.43 2.08 -0.92 0.29

Record 2
9
Properties=species:S:1:pos:R:3:forces:R:3:mulliken_charge:R:1 method="wB97M-V/def2-TZVPD" total_energy_ev=-8532.4685 de_lowest_ev=2.626 smiles="[H]/N=c1/nn[nH][nH]1" max_force_ev_per_a=5.3
H 1.91124 -0.47620 -1.74009 -0.01 -0.55 -1.22 0.26
N 1.90697 -0.29061 -0.76959 -0.26 1.16 1.15 -0.54
C 0.76039 -0.05655 -0.32732 -1.96 -2.24 1.78 0.44
N 0.44146 0.37070 1.08914 -0.70 2.19 -2.26 -0.26
N -0.84641 0.64160 1.10899 4.68 -1.66 1.96 -0.22
N -1.39385 -0.06016 0.21365 -2.56 -0.85 -3.54 0.13
N -0.59544 -0.39627 -0.93068 2.01 2.87 2.59 -0.32
H -2.24888 0.28542 -0.11718 -1.69 0.63 -0.11 0.25
H -0.81386 -1.32679 -1.15940 0.49 -1.54 -0.35 0.27

Record 3
10
Properties=species:S:1:pos:R:3:forces:R:3:mulliken_charge:R:1 method="wB97M-V/def2-TZVPD" total_energy_ev=-10577.0202 de_lowest_ev=4.664 max_force_ev_per_a=6.1
C -0.17886 -0.68617 -0.44734 -1.77 -0.22 -1.77 0.44
H -1.16177 2.22789 1.09911 3.39 -4.53 0.27 0.30
H -0.86932 0.55547 1.87970 0.14 -0.59 -1.30 0.29
H -1.02664 -2.09942 -1.28561 -1.04 0.92 1.65 0.27
N -0.32808 1.18246 1.27160 -2.05 4.61 -2.32 -0.57
N 0.18166 0.68152 -0.12020 -1.02 -0.51 5.20 0.20
N 1.63916 0.80436 -0.04347 -0.97 -4.32 -4.22 -0.13
N 2.08176 -0.20287 -0.78193 -2.18 2.95 3.51 0.01
N -1.36435 -1.34497 -0.58179 5.62 1.63 -0.73 -0.62
O 1.02645 -1.11827 -0.99008 -0.12 0.05 -0.29 -0.20

Record 4
10
Properties=species:S:1:pos:R:3:forces:R:3:mulliken_charge:R:1 method="wB97M-V/def2-TZVPD" total_energy_ev=-10578.3948 de_lowest_ev=3.289 smiles="ON=c1[nH]nn[nH]1" max_force_ev_per_a=6.8
O -1.40330 -0.28895 1.74739 -4.72 2.55 -0.01 -0.43
N -1.19857 0.52949 0.56656 2.09 -0.14 0.62 -0.46
C -0.01727 0.26435 0.11880 -0.38 -1.01 -0.41 0.40
N 0.85794 -0.80803 0.23596 1.14 -1.30 -0.86 -0.16
N 1.53237 -0.90091 -1.14110 -0.50 -0.27 3.14 -0.19
N 1.26354 0.15952 -1.67010 2.20 -1.18 -3.77 -0.26
N 0.57007 0.98985 -0.99344 -5.97 3.26 0.30 0.01
H -2.39571 0.15985 1.96699 4.12 -2.31 -0.41 0.40
H 1.00679 -1.69750 0.82828 -1.16 2.56 -1.27 0.30
H -0.21587 1.59233 -1.65934 3.17 -2.16 2.68 0.37